1.
Here is C26H23IrN6S as an isolated structure at a distorted geometry from OMol25. Energies are from the ωB97M-V functional and the def2-TZVPD basis.

Values from the calculation:
Relative energy (zero: lowest compared OMol25 entry of this formula, charge and spin) ... 0.000 eV
Spin multiplicity ... 2
Expectation value of S² ... 0.826
HOMO-LUMO gap (alpha / beta) ... 0.2154 / 0.1956 Ha
Charge ... +3

The geometry in XYZ format:
```
57
C26H23IrN6S, DFT the ωB97M-V functional and the def2-TZVPD basis
Ir -0.710 -0.512 -0.446
C 1.768 0.498 1.126
N 0.720 -0.534 1.321
C -0.057 -0.334 2.558
C -1.204 0.549 2.220
N -1.572 0.779 0.967
C -2.717 1.608 1.041
C -3.476 2.233 0.054
C -4.570 2.962 0.466
C -4.902 3.091 1.827
C -4.121 2.533 2.812
C -3.015 1.807 2.383
N -2.019 1.132 3.095
C 1.964 0.654 -0.323
N 0.947 0.493 -1.140
C 1.422 0.701 -2.442
C 0.780 0.647 -3.675
C 1.543 0.926 -4.786
C 2.906 1.266 -4.680
C 3.548 1.314 -3.463
C 2.776 1.015 -2.346
N 3.081 0.971 -0.980
H 2.694 0.254 1.647
H 1.396 1.444 1.528
H 1.141 -1.457 1.329
H 0.549 0.087 3.363
H -0.441 -1.295 2.907
H -3.207 2.178 -0.992
H -5.190 3.449 -0.275
H -5.784 3.652 2.106
H -4.359 2.650 3.861
H -1.925 1.111 4.100
H -0.274 0.411 -3.757
H 1.087 0.893 -5.766
H 3.463 1.508 -5.575
H 4.596 1.570 -3.383
H 3.983 1.157 -0.566
C -3.934 -0.574 -1.409
C -3.354 -1.934 -1.493
C -4.218 -3.015 -1.732
C -3.716 -4.273 -1.928
C -2.319 -4.451 -1.935
C -1.706 -5.685 -2.245
C -0.315 -5.810 -2.350
C 0.484 -4.733 -2.064
C -0.102 -3.494 -1.654
S 0.831 -2.220 -1.167
C -1.515 -3.344 -1.641
N -2.004 -2.115 -1.375
H -4.572 -0.397 -2.278
H -3.160 0.183 -1.400
H -4.562 -0.467 -0.522
H -5.283 -2.831 -1.771
H -4.372 -5.115 -2.116
H -2.340 -6.547 -2.422
H 0.128 -6.751 -2.646
H 1.563 -4.806 -2.126
```

=====

2.
Here is C26H24AuN4PS2 as an isolated structure at a distorted geometry from OMol25. Energies are from the ωB97M-V functional and the def2-TZVPD basis.

Values from the calculation:
Relative energy (zero: lowest compared OMol25 entry of this formula, charge and spin) ... 0.731 eV
HOMO-LUMO gap ... 0.2064 Ha
Charge ... +2

The geometry in XYZ format:
```
58
C26H24AuN4PS2, DFT the ωB97M-V functional and the def2-TZVPD basis
Au 0.143 1.426 -0.103
C 4.291 4.537 -2.151
S 3.626 4.856 -0.493
C 2.173 3.841 -0.521
S 2.397 2.184 -0.942
N 1.071 4.398 -0.195
N -0.015 3.615 -0.159
C -1.183 4.126 -0.252
C -2.334 3.251 -0.322
C -3.626 3.749 -0.389
C -4.684 2.861 -0.530
C -4.414 1.505 -0.588
C -3.095 1.080 -0.492
N -2.084 1.929 -0.367
H 5.205 5.120 -2.221
H 3.576 4.878 -2.894
H 4.522 3.484 -2.290
H -1.302 5.203 -0.327
H -3.790 4.817 -0.336
H -5.701 3.223 -0.594
H -5.203 0.775 -0.701
H -2.842 0.028 -0.524
N 0.513 1.164 2.347
C 0.367 -0.195 2.792
C 0.213 -0.493 4.140
C 0.155 -1.809 4.564
C 0.266 -2.844 3.644
C 0.389 -2.560 2.297
C 0.408 -1.234 1.862
P 0.377 -0.923 0.071
C 1.803 -1.785 -0.627
C 1.726 -3.157 -0.893
C 2.847 -3.833 -1.339
C 4.038 -3.150 -1.550
C 4.113 -1.787 -1.303
C 3.004 -1.107 -0.832
C -1.079 -1.771 -0.558
C -2.161 -2.078 0.271
C -3.249 -2.756 -0.253
C -3.271 -3.105 -1.598
C -2.214 -2.764 -2.434
C -1.123 -2.085 -1.922
H 1.496 1.427 2.347
H 0.036 1.804 2.973
H 0.164 0.309 4.868
H 0.040 -2.026 5.617
H 0.240 -3.874 3.974
H 0.458 -3.366 1.580
H 0.799 -3.698 -0.758
H 2.790 -4.896 -1.529
H 4.907 -3.685 -1.909
H 5.036 -1.254 -1.485
H 3.065 -0.049 -0.622
H -2.137 -1.809 1.321
H -4.079 -3.020 0.389
H -4.119 -3.644 -2.000
H -2.245 -3.027 -3.482
H -0.304 -1.807 -2.574
```

=====

3.
Here is C26H24CeF5NO2P2 as an isolated structure at a distorted geometry from OMol25. Energies are from the ωB97M-V functional and the def2-TZVPD basis.

Values from the calculation:
HOMO-LUMO gap (alpha / beta) ... 0.2051 / 0.2083 Ha
Charge ... +2

The geometry in XYZ format:
```
61
C26H24CeF5NO2P2, DFT the ωB97M-V functional and the def2-TZVPD basis
C -1.485 3.466 -2.863
C -1.296 2.138 -2.485
C 0.019 1.579 -2.553
C 1.090 2.383 -3.084
C 0.856 3.757 -3.369
C -0.415 4.292 -3.248
C 2.332 1.759 -3.250
C 2.495 0.378 -3.067
C 1.381 -0.365 -2.540
C 1.495 -1.783 -2.405
C 2.717 -2.392 -2.673
C 3.838 -1.647 -3.061
C 3.728 -0.291 -3.282
H -2.491 3.890 -2.809
H 1.714 4.360 -3.673
H -0.597 5.350 -3.452
H 3.172 2.351 -3.599
H 2.808 -3.469 -2.532
H 4.792 -2.160 -3.189
H 4.589 0.304 -3.596
N 0.299 0.328 -2.036
Ce 0.342 0.418 0.702
C -2.457 1.324 -1.959
H -2.435 0.307 -2.378
H -3.419 1.801 -2.199
C 0.325 -2.594 -1.882
H -0.613 -2.330 -2.391
H 0.498 -3.673 -1.991
P -2.356 1.131 -0.121
P 0.089 -2.271 -0.088
C 1.402 -3.326 0.622
H 1.370 -3.278 1.718
H 1.232 -4.360 0.285
H 2.401 -3.001 0.307
C -1.427 -3.155 0.376
H -1.345 -4.222 0.132
H -1.598 -3.035 1.455
H -2.293 -2.721 -0.141
C -2.734 2.849 0.385
H -3.744 3.131 0.048
H -2.682 2.929 1.479
H -2.006 3.540 -0.059
C -3.929 0.266 0.198
H -3.992 0.015 1.267
H -4.785 0.900 -0.075
H -3.956 -0.663 -0.391
C 2.706 -0.524 1.368
O 3.661 -0.942 1.855
H 1.871 1.097 -0.105
F 0.110 0.117 8.056
C -0.030 -0.091 6.732
C -0.025 0.990 5.848
F -0.018 2.246 6.346
C -0.010 0.740 4.490
F 0.135 1.785 3.604
C -0.090 -0.572 3.953
O 0.000 -0.734 2.652
C -0.256 -1.638 4.877
F -0.529 -2.888 4.421
C -0.180 -1.391 6.240
F -0.271 -2.404 7.129
```

=====

4.
Here is C26H24F5HfNOP2S as an isolated structure at a distorted geometry from OMol25. Energies are from the ωB97M-V functional and the def2-TZVPD basis.

Values from the calculation:
Relative energy (zero: lowest compared OMol25 entry of this formula, charge and spin) ... 0.000 eV
HOMO-LUMO gap (alpha / beta) ... 0.1884 / 0.1881 Ha
Charge ... +2

The geometry in XYZ format:
```
61
C26H24F5HfNOP2S, DFT the ωB97M-V functional and the def2-TZVPD basis
C 1.869 -0.974 -4.634
C 1.493 -0.153 -3.577
C 0.100 0.020 -3.318
C -0.840 -0.616 -4.150
C -0.426 -1.542 -5.107
C 0.928 -1.691 -5.390
C -2.296 -0.251 -4.102
C -2.587 0.962 -3.268
C -1.577 1.571 -2.505
C -1.773 2.895 -2.013
C -3.021 3.494 -2.179
C -4.057 2.816 -2.830
C -3.854 1.553 -3.351
H 2.930 -1.101 -4.846
H -1.185 -2.101 -5.657
H 1.246 -2.375 -6.169
H -2.569 0.031 -5.139
H -3.175 4.490 -1.768
H -5.041 3.286 -2.903
H -4.652 1.018 -3.878
N -0.365 0.854 -2.261
Hf 0.129 0.399 -0.262
C 2.579 0.457 -2.704
H 2.481 1.549 -2.665
H 3.572 0.193 -3.093
C -0.699 3.676 -1.259
H 0.218 3.787 -1.859
H -1.065 4.673 -0.966
P 2.501 -0.200 -0.981
P -0.244 2.828 0.307
C -1.735 3.049 1.325
H -1.616 2.468 2.249
H -1.888 4.113 1.555
H -2.614 2.658 0.795
C 1.051 3.782 1.128
H 0.753 4.837 1.206
H 1.218 3.351 2.125
H 1.984 3.688 0.556
C 2.974 -1.928 -1.227
H 3.993 -2.009 -1.624
H 2.905 -2.456 -0.269
H 2.283 -2.417 -1.921
C 3.884 0.530 -0.078
H 3.847 0.160 0.956
H 4.845 0.259 -0.536
H 3.780 1.622 -0.040
C -1.573 -1.436 -0.673
O -1.698 -0.522 0.128
H -2.983 -1.055 -3.907
F -1.792 -4.620 4.346
C -1.322 -3.493 3.791
C -0.702 -3.532 2.538
F -0.612 -4.691 1.857
C -0.122 -2.379 2.028
F 0.461 -2.499 0.783
C -0.164 -1.147 2.694
S 0.738 0.288 2.206
C -0.870 -1.127 3.913
F -1.012 0.053 4.558
C -1.425 -2.274 4.468
F -2.028 -2.228 5.673
```

=====

Please write out number 3 again, unchanged.
Here is C26H24CeF5NO2P2 as an isolated structure at a distorted geometry from OMol25. Energies are from the ωB97M-V functional and the def2-TZVPD basis.

Values from the calculation:
HOMO-LUMO gap (alpha / beta) ... 0.2051 / 0.2083 Ha
Charge ... +2

The geometry in XYZ format:
```
61
C26H24CeF5NO2P2, DFT the ωB97M-V functional and the def2-TZVPD basis
C -1.485 3.466 -2.863
C -1.296 2.138 -2.485
C 0.019 1.579 -2.553
C 1.090 2.383 -3.084
C 0.856 3.757 -3.369
C -0.415 4.292 -3.248
C 2.332 1.759 -3.250
C 2.495 0.378 -3.067
C 1.381 -0.365 -2.540
C 1.495 -1.783 -2.405
C 2.717 -2.392 -2.673
C 3.838 -1.647 -3.061
C 3.728 -0.291 -3.282
H -2.491 3.890 -2.809
H 1.714 4.360 -3.673
H -0.597 5.350 -3.452
H 3.172 2.351 -3.599
H 2.808 -3.469 -2.532
H 4.792 -2.160 -3.189
H 4.589 0.304 -3.596
N 0.299 0.328 -2.036
Ce 0.342 0.418 0.702
C -2.457 1.324 -1.959
H -2.435 0.307 -2.378
H -3.419 1.801 -2.199
C 0.325 -2.594 -1.882
H -0.613 -2.330 -2.391
H 0.498 -3.673 -1.991
P -2.356 1.131 -0.121
P 0.089 -2.271 -0.088
C 1.402 -3.326 0.622
H 1.370 -3.278 1.718
H 1.232 -4.360 0.285
H 2.401 -3.001 0.307
C -1.427 -3.155 0.376
H -1.345 -4.222 0.132
H -1.598 -3.035 1.455
H -2.293 -2.721 -0.141
C -2.734 2.849 0.385
H -3.744 3.131 0.048
H -2.682 2.929 1.479
H -2.006 3.540 -0.059
C -3.929 0.266 0.198
H -3.992 0.015 1.267
H -4.785 0.900 -0.075
H -3.956 -0.663 -0.391
C 2.706 -0.524 1.368
O 3.661 -0.942 1.855
H 1.871 1.097 -0.105
F 0.110 0.117 8.056
C -0.030 -0.091 6.732
C -0.025 0.990 5.848
F -0.018 2.246 6.346
C -0.010 0.740 4.490
F 0.135 1.785 3.604
C -0.090 -0.572 3.953
O 0.000 -0.734 2.652
C -0.256 -1.638 4.877
F -0.529 -2.888 4.421
C -0.180 -1.391 6.240
F -0.271 -2.404 7.129
```